Model one:
Density functional theory data (wB97M-V/def2-TZVPD) for a structure of composition C5H13NS.

Geometry as XYZ:
```
20
Properties=species:S:1:pos:R:3:lowdin_charge:R:1
C 0.240 -2.135 2.090 -0.20
N 0.981 -0.948 1.684 -0.05
C 0.303 -0.254 0.173 -0.30
C -1.018 0.626 0.039 -0.19
C -1.066 1.649 -1.054 -0.16
S -0.639 1.593 -3.988 0.15
C 1.415 0.235 -0.743 -0.09
H 1.036 -2.761 2.512 0.07
H -0.284 -2.668 1.292 0.07
H -0.496 -2.028 2.904 0.06
H 0.469 -0.014 1.432 0.03
H -0.012 -1.217 -0.218 0.11
H -1.229 1.054 1.033 0.12
H -1.886 -0.042 0.062 0.11
H -0.335 2.452 -0.987 0.09
H -2.022 2.129 -1.286 0.09
H -0.852 1.163 -2.065 -0.13
H 2.312 -0.378 -0.601 0.08
H 1.795 1.227 -0.462 0.09
H 1.288 0.317 -1.817 0.05
```

## Properties
Orbital gap = 5.918 eV


Model two:
Density functional theory data (wB97M-V/def2-TZVPD) for an isolated molecule of C5H13NS.

Geometry as XYZ:
```
20
Properties=species:S:1:pos:R:3:lowdin_charge:R:1
C 1.823 0.424 1.706 -0.11
C 2.176 0.626 0.238 -0.25
C 1.117 0.086 -0.724 -0.25
N -0.220 0.587 -0.468 -0.09
C -1.282 -0.208 0.083 -0.30
C -2.513 -0.275 -0.873 -0.55
S -3.322 -1.907 -0.983 0.67
H 0.836 0.818 1.965 0.06
H 1.773 -0.633 1.957 0.08
H 2.537 0.941 2.342 0.07
H 2.369 1.672 -0.003 0.10
H 3.105 0.087 0.046 0.10
H 1.082 -1.009 -0.657 0.11
H 1.440 0.288 -1.749 0.10
H -0.098 1.473 -0.001 0.10
H -1.654 0.246 1.003 0.11
H -0.981 -1.237 0.276 0.09
H -3.329 0.269 -0.386 0.04
H -2.306 0.190 -1.829 0.07
H -2.552 -2.437 -1.943 -0.16
```

## Properties
Orbital gap = 9.539 eV


Model three:
Density functional theory data (wB97M-V/def2-TZVPD) for an isolated molecule of C5H13NS.

Geometry as XYZ:
```
20
Properties=species:S:1:pos:R:3:lowdin_charge:R:1
C -1.685 0.148 1.873 -0.12
N -0.422 0.223 1.110 -0.12
C -0.495 0.262 -0.359 -0.40
C -0.762 1.705 -0.786 -0.08
C 0.939 -0.139 -0.823 -0.27
C 1.247 -1.572 -0.504 -0.52
S 3.102 -1.808 -0.287 0.67
H -2.297 -0.709 1.586 0.07
H -1.346 0.042 2.906 0.08
H -2.297 1.047 1.782 0.06
H 0.115 0.941 1.582 0.11
H -1.299 -0.394 -0.693 0.14
H -1.502 2.283 -0.246 0.07
H 0.202 2.203 -0.912 0.07
H -1.098 1.807 -1.843 0.08
H 0.995 0.091 -1.893 0.12
H 1.639 0.549 -0.343 0.10
H 0.772 -1.802 0.449 0.06
H 0.947 -2.331 -1.223 0.07
H 3.245 -2.547 -1.376 -0.18
```

## Properties
Orbital gap = 9.548 eV


Model four:
Density functional theory data (wB97M-V/def2-TZVPD) for a cluster of 2 separate species, C5H13NS in total.

Geometry as XYZ:
```
20
Properties=species:S:1:pos:R:3:lowdin_charge:R:1
C 0.542 1.040 0.896 -0.20
C 1.231 -0.297 1.164 -0.31
C 1.661 -1.249 -0.083 -0.66
S 2.516 -0.395 -1.506 0.56
C -0.563 0.863 -0.184 -0.24
N -1.722 -0.085 0.013 -0.16
C -2.523 -0.155 -1.149 -0.21
H 0.117 1.566 1.736 0.10
H 1.308 1.633 0.358 0.09
H 2.097 -0.186 1.725 0.03
H 0.636 -0.983 1.849 0.13
H 0.805 -1.749 -0.553 0.04
H 2.310 -2.024 0.328 0.05
H 3.253 0.100 0.503 0.21
H -0.149 0.699 -1.159 0.07
H -1.023 1.845 -0.261 0.10
H -2.270 0.073 0.883 0.12
H -1.910 -0.703 -1.949 0.09
H -3.456 -0.854 -1.071 0.10
H -2.859 0.861 -1.541 0.08
```

## Properties
Orbital gap = 7.018 eV


The structure with the greatest stability is model two.